{
  "formula": "C31H32CuN2O8P2Te",
  "method": "the ωB97M-V functional and the def2-TZVPD basis",
  "mol_weight_g_mol": 813.70,
  "lumo_energy_ev": 2.3,
  "homo_ha": -0.160,
  "e_tot_ev": -122546.408,
  "charge": -1,
  "de_lowest_kcal_mol": 10.3,
  "max_force_ev_per_a": 0.73,
  "elements": ["Te", "Cu", "P", "P", "O", "O", "O", "O", "O", "O", "O", "O", "N", "N", "C", "C", "C", "C", "C", "C", "C", "C", "C", "C", "C", "C", "C", "C", "C", "C", "C", "C", "C", "C", "C", "C", "C", "C", "C", "C", "C", "C", "C", "C", "C", "H", "H", "H", "H", "H", "H", "H", "H", "H", "H", "H", "H", "H", "H", "H", "H", "H", "H", "H", "H", "H", "H", "H", "H", "H", "H", "H", "H", "H", "H", "H", "H"],
  "coordinates": [[-0.8387, 2.5916, -2.4117], [0.8736, 0.9607, -1.3062], [3.8696, 1.0722, -1.4527], [2.2543, -0.3543, -3.6374], [1.3793, 0.8587, -3.4895], [2.6908, 1.7511, -0.8268], [3.2886, -0.0755, -4.8461], [0.8522, 1.7016, 4.1481], [1.6467, -1.7100, -3.7964], [1.0759, -0.0453, 0.5528], [4.2075, 1.8031, -2.8979], [5.1621, 0.9732, -0.7289], [-0.6654, -0.6446, -1.5022], [2.5941, -1.4619, -1.2171], [-0.8546, -0.4437, 3.5894], [3.5082, 1.7154, 3.1975], [1.1901, 0.8531, 3.3363], [-1.2270, -0.4982, -2.8482], [0.1075, -0.3591, 1.3401], [-1.9341, 0.8370, -3.0592], [2.6337, 0.6453, 3.0442], [3.1439, -0.6160, 2.7496], [-1.0940, -0.9908, 0.8699], [-2.0403, 2.7826, -0.6516], [-2.2250, 2.5942, 1.7482], [-5.2324, -0.9466, -0.8206], [-2.0284, -1.4590, 1.8046], [-1.4525, -1.0141, -0.5469], [4.6142, -1.3620, -2.5823], [-3.9291, -0.5776, -0.5239], [-3.1388, -2.6607, -1.4148], [0.1504, -0.0253, 2.7313], [-1.9197, -1.2242, 3.1610], [-2.8712, -1.4246, -0.8324], [-4.4423, -3.0298, -1.7120], [-3.5933, 2.8142, 1.6648], [-4.1831, 3.0380, 0.4273], [4.8715, 1.5362, 3.0373], [-1.4526, 2.5833, 0.5945], [3.3801, -0.5800, -2.1524], [-2.9589, -1.7355, 4.1292], [-3.4095, 3.0234, -0.7258], [-5.4918, -2.1693, -1.4240], [5.3724, 0.2816, 2.7310], [4.5061, -0.7933, 2.5943], [-0.7709, -0.1655, 4.6344], [5.1971, -0.7757, -3.2874], [5.2482, -1.5764, -1.7178], [-1.9445, -1.2887, -3.0836], [-4.6371, -3.9889, -2.1760], [3.5424, 0.8593, -4.7472], [-3.9226, -1.2510, 3.9533], [-2.8894, -2.0132, 1.4509], [-3.1037, -2.8124, 4.0219], [-2.1459, 0.9639, -4.1201], [-4.2024, 2.8052, 2.5604], [-2.6584, -1.5331, 5.1569], [2.4642, -1.4551, 2.6651], [3.2133, -2.1086, -0.7368], [1.9379, -1.9768, -1.8357], [-2.8742, 0.8773, -2.5093], [3.0969, 2.6863, 3.4408], [5.1251, 2.1016, -2.8182], [-0.3864, 2.3901, 0.6566], [6.4340, 0.1391, 2.5831], [-3.7226, 0.3671, -0.0369], [4.3198, -2.2900, -3.0800], [-6.5087, -2.4527, -1.6658], [-0.4097, -0.5873, -3.5466], [-1.7556, 2.4148, 2.7085], [-5.2501, 3.2163, 0.3568], [5.5443, 2.3778, 3.1442], [-3.8754, 3.1912, -1.6903], [-2.3142, -3.3309, -1.6278], [4.9034, -1.7734, 2.3565], [-6.0481, -0.2758, -0.5788], [2.0033, -0.9494, -0.4752]]
}

{
  "formula": "C31H32IN2O2S3Tl",
  "method": "the ωB97M-V functional and the def2-TZVPD basis",
  "mol_weight_g_mol": 892.10,
  "lumo_energy_ev": -6.7,
  "homo_ha": -0.490,
  "e_tot_ev": -85025.355,
  "charge": 2,
  "de_lowest_kcal_mol": 0.0,
  "max_force_ev_per_a": 3.61,
  "elements": ["Tl", "I", "S", "S", "S", "O", "O", "N", "N", "C", "C", "C", "C", "C", "C", "C", "C", "C", "C", "C", "C", "C", "C", "C", "C", "C", "C", "C", "C", "C", "C", "C", "C", "C", "C", "C", "C", "C", "C", "C", "H", "H", "H", "H", "H", "H", "H", "H", "H", "H", "H", "H", "H", "H", "H", "H", "H", "H", "H", "H", "H", "H", "H", "H", "H", "H", "H", "H", "H", "H", "H", "H"],
  "coordinates": [[0.2730, -1.5660, -0.6283], [1.2993, -3.9437, 2.5974], [-2.8959, -1.5126, -1.6966], [-0.7386, 2.2637, -1.0519], [2.5026, -1.0847, -1.4209], [-0.0324, 0.9030, -1.0268], [-1.8398, -2.0003, -0.5520], [1.2181, -0.5967, 1.4660], [0.2237, -4.0860, -0.2239], [1.2630, 0.4787, 3.5385], [0.9002, -6.1987, 0.7267], [-0.3575, 4.1525, 3.0515], [-0.9816, -0.2066, 2.4130], [3.3624, 0.2975, 2.3663], [0.5106, 3.2389, -1.8501], [2.6094, 0.6639, 3.4923], [2.0770, 4.8291, -3.4017], [-4.7268, 0.6208, -2.1315], [-4.1830, -2.6060, -1.3213], [4.7929, 0.4868, 2.2402], [5.3515, 0.1181, 1.0849], [0.7552, -4.8194, 0.7916], [-1.6461, 3.3601, 1.2561], [-1.6292, 3.9702, 2.4728], [0.7846, 3.5974, 2.4397], [-3.8751, -4.0837, -1.5934], [0.0489, -4.7544, -1.3911], [1.6095, 2.6506, -2.3763], [0.2999, -6.0694, -1.6125], [0.9096, 5.3422, -2.8947], [-3.7086, -0.0239, -1.1148], [2.6028, -0.3678, 1.3619], [0.7217, 3.0269, 1.1345], [0.5717, -0.0926, 2.4628], [-0.5217, 2.8682, 0.6162], [3.2568, -0.6332, 0.0959], [0.1021, 4.5676, -2.1246], [2.4427, 3.4869, -3.1420], [4.6037, -0.4746, 0.0297], [0.7015, -6.8393, -0.4898], [-3.8195, -4.3719, -2.6569], [-1.2541, -1.2463, 2.4678], [-4.5932, -2.5620, -0.3629], [1.6277, 2.6267, 0.6498], [1.1604, -6.7789, 1.5628], [3.3437, 3.1094, -3.5145], [-4.7007, 1.7625, -2.0638], [5.3776, 0.9706, 3.0304], [-2.8781, -4.2535, -1.2357], [-0.8164, 4.9836, -1.7135], [-4.3697, 0.4887, -3.1735], [2.7131, 5.4527, -4.0093], [-2.5175, 4.2494, 2.9793], [-2.8396, 0.6492, -0.8850], [1.7864, 1.5443, -2.3739], [0.7424, 0.8267, 4.4082], [-4.2362, -0.2263, -0.1435], [0.5902, 6.3875, -3.1251], [-0.2886, -4.1392, -2.2138], [-5.7568, 0.1669, -2.0308], [0.9392, -7.9038, -0.6787], [-1.3395, 0.2005, 3.3613], [0.1343, -6.3410, -2.6173], [-0.2830, 4.5712, 4.0443], [6.4165, 0.3116, 0.9185], [1.7415, 3.6738, 2.8938], [-4.6335, -4.6876, -1.0644], [-2.6326, 3.1942, 0.7990], [5.1027, -0.7986, -0.8544], [3.0673, 1.1653, 4.3632], [-1.3794, 0.2980, 1.5748], [-5.0627, -2.2875, -1.9301]]
}